The following is a DFT calculation (ωB97M-V/def2-TZVPD) of a 5-piece molecular cluster, C39H86IN6OP overall in a non-equilibrium geometry.

The geometry in XYZ format:
```
134
Properties=species:S:1:pos:R:3:mulliken_charge:R:1
N 1.7503 -2.0277 -0.1315 -0.601
C 1.7052 -2.0108 -1.6101 -0.249
C 0.7489 -0.8821 -2.0752 -0.423
C 1.4742 0.2858 -2.7966 -0.417
P 0.9500 1.9162 -2.0962 0.542
C 2.6359 2.2362 -1.1976 -0.971
C 2.3735 3.0981 0.0339 -0.802
C 3.6997 3.4913 0.6506 -1.166
I 3.5094 4.6173 2.4598 -0.016
C -0.7892 1.7961 -2.9387 -1.263
C -1.8352 2.4870 -2.0356 -0.755
C -2.3981 1.6131 -0.9476 0.661
O -2.5951 2.0377 0.1512 -0.640
N -2.7120 0.2550 -1.2363 0.097
C -4.1523 0.0126 -1.1556 -0.268
C -4.6498 -0.7843 -0.1362 -0.431
C -6.0234 -0.9887 -0.0523 -0.558
C -6.8800 -0.3956 -0.9719 0.021
C -6.3801 0.3896 -2.0071 -0.846
C -5.0079 0.5953 -2.0897 -0.164
H 1.6192 -2.9707 0.2037 0.216
H 2.6391 -1.6753 0.1918 0.201
H 1.3116 -2.9577 -1.9630 0.271
H 2.6872 -1.8231 -2.0365 0.079
H 0.2078 -0.5002 -1.2166 0.305
H -0.0080 -1.3111 -2.7281 0.288
H 2.5484 0.1666 -2.7188 -0.258
H 1.1796 0.2842 -3.8422 0.599
H 0.3290 1.9583 -0.8198 -0.140
H 1.1134 3.1813 -2.7390 0.076
H 3.0923 1.2964 -0.8912 0.383
H 3.2707 2.8123 -1.8725 0.490
H 1.7811 3.9741 -0.2303 0.369
H 1.8005 2.5335 0.7663 0.476
H 4.2277 2.5811 0.9130 0.437
H 4.3211 4.0292 -0.0544 0.472
H -1.0666 0.7730 -3.1851 0.621
H -0.7676 2.3568 -3.8714 0.429
H -2.6212 2.9140 -2.6520 0.450
H -1.3332 3.3025 -1.5183 0.255
H -2.4278 0.0535 -2.1880 0.306
H -3.9683 -1.2216 0.5726 0.513
H -6.4322 -1.6040 0.7332 0.379
H -7.9499 -0.5278 -0.9040 0.327
H -7.0326 0.8536 -2.7266 0.376
H -4.5973 1.2081 -2.8770 0.359
C 9.4508 7.4330 6.2960 -1.416
C 8.1862 6.6916 6.7048 -0.355
N 7.2596 6.5024 5.6066 0.114
C 5.9356 6.0824 6.0291 -0.631
C 5.7921 4.7195 6.7167 -0.984
C 7.7944 5.8239 4.4390 -0.717
C 8.4002 4.4270 4.6287 -0.965
H 9.2058 8.3723 5.7988 0.334
H 10.0472 7.6618 7.1802 0.434
H 10.0759 6.8404 5.6267 0.285
H 7.6787 7.2843 7.4705 0.446
H 8.4721 5.7424 7.1861 0.266
H 5.2765 6.1095 5.1590 0.263
H 5.5508 6.8473 6.7117 0.403
H 5.9016 3.8942 6.0143 0.201
H 4.7957 4.6347 7.1554 0.400
H 6.5148 4.5872 7.5227 0.299
H 8.5616 6.4667 3.9982 0.347
H 7.0069 5.7733 3.6830 0.365
H 9.0794 4.3851 5.4816 0.282
H 8.9764 4.1564 3.7411 0.370
H 7.6368 3.6617 4.7604 0.243
C 7.1382 3.4025 -0.6217 -1.630
C 6.6292 2.0106 -0.9689 0.962
N 7.0308 1.5619 -2.2871 0.099
C 6.2956 0.3968 -2.7449 -0.517
C 6.4547 -0.9143 -1.9652 -1.128
C 8.4604 1.5584 -2.5426 -0.742
C 9.3586 0.7435 -1.6029 -0.955
H 6.8650 4.1208 -1.3966 0.319
H 6.6929 3.7311 0.3190 0.399
H 8.2210 3.4278 -0.4940 0.419
H 5.5369 2.0374 -0.9503 -0.697
H 6.9363 1.3127 -0.1728 0.210
H 6.5466 0.2200 -3.7942 0.367
H 5.2326 0.6645 -2.7435 0.164
H 7.4232 -1.3804 -2.1409 0.330
H 5.6938 -1.6281 -2.2900 0.448
H 6.3301 -0.7713 -0.8911 0.233
H 8.8074 2.5951 -2.5257 0.405
H 8.6234 1.2287 -3.5714 0.382
H 9.1224 0.9203 -0.5527 0.259
H 10.4007 1.0319 -1.7540 0.375
H 9.2921 -0.3266 -1.7935 0.264
C -2.2652 -4.3498 -0.8763 -1.342
C -1.7820 -5.5223 -1.7167 -0.492
N -0.7795 -6.3257 -1.0430 0.209
C -0.0886 -7.2499 -1.9251 -0.657
C -0.9046 -8.3663 -2.5872 -1.010
C -1.1666 -6.8529 0.2543 -0.747
C -2.4289 -7.7211 0.3326 -0.984
H -1.4236 -3.7476 -0.5295 0.235
H -2.9128 -3.7068 -1.4743 0.433
H -2.8433 -4.6752 -0.0108 0.327
H -1.3314 -5.1231 -2.6299 0.452
H -2.6545 -6.1137 -2.0360 0.270
H 0.7433 -7.6965 -1.3737 0.388
H 0.3772 -6.6550 -2.7179 0.347
H -1.1783 -9.1475 -1.8794 0.218
H -0.3088 -8.8394 -3.3705 0.419
H -1.8145 -7.9884 -3.0541 0.275
H -1.2964 -6.0078 0.9357 0.357
H -0.3206 -7.4108 0.6629 0.409
H -3.2677 -7.2761 -0.2042 0.253
H -2.7321 -7.8295 1.3758 0.378
H -2.2650 -8.7238 -0.0588 0.262
C -10.5318 -0.7918 1.0409 -1.547
C -11.3825 -0.8949 -0.2161 -0.489
N -11.4735 -2.2477 -0.7295 0.176
C -12.0104 -2.3212 -2.0768 -0.680
C -13.4567 -1.8661 -2.3058 -0.987
C -11.9655 -3.2427 0.2070 -0.712
C -13.3411 -3.0139 0.8469 -0.957
H -9.5491 -1.2386 0.8823 0.328
H -10.3879 0.2564 1.3058 0.427
H -10.9988 -1.2812 1.8964 0.390
H -10.9209 -0.2748 -0.9899 0.493
H -12.3700 -0.4512 -0.0129 0.314
H -11.8989 -3.3473 -2.4370 0.368
H -11.3596 -1.7182 -2.7187 0.370
H -14.1777 -2.5810 -1.9116 0.219
H -13.6470 -1.7785 -3.3775 0.408
H -13.6565 -0.8917 -1.8593 0.280
H -11.2317 -3.3392 1.0117 0.358
H -11.9583 -4.2146 -0.2920 0.371
H -13.4561 -1.9959 1.2214 0.256
H -13.4643 -3.6882 1.6968 0.371
H -14.1569 -3.2186 0.1554 0.260
```

Summary:
E_HOMO, eV: -7.9238
Strongest force on any atom, Eh/bohr: 0.027
SMILES string: NCCC[PH2](CCCI)CCC(=O)Nc1ccccc1.CCN(CC)CC.CCN(CC)CC.CCN(CC)CC.CCN(CC)CC
ΔE to the lowest compared entry with this formula, charge and spin, kJ/mol: 27.04
Kohn-Sham gap, eV: 8.505
LUMO level, eV: 0.6

***

The following is a DFT calculation (ωB97M-V/def2-TZVPD) of a 2-piece molecular cluster, H4N2O overall in a non-equilibrium geometry.

The geometry in XYZ format:
```
7
Properties=species:S:1:pos:R:3:nbo_charge:R:1
H -2.3550 -0.3825 -1.0424 0.373
H -2.0850 0.9129 -0.2268 0.369
H -1.3534 0.7216 -1.6970 0.373
H -0.0937 0.0073 -0.0406 0.300
N -1.6075 0.2520 -0.8293 -1.064
N 0.6254 -0.5550 0.5572 -0.056
O 1.5952 0.1076 0.6139 -0.295
```

Summary:
E_HOMO, eV: -7.9164
Strongest force on any atom, Eh/bohr: 0.060
SMILES string: N=O.N
ΔE to the lowest compared entry with this formula, charge and spin, kJ/mol: 104.26
Kohn-Sham gap, eV: 8.689
LUMO level, eV: 0.8

***

The following is a DFT calculation (ωB97M-V/def2-TZVPD) of a single C5H11NO molecule.

The geometry in XYZ format:
```
18
Properties=species:S:1:pos:R:3:nbo_charge:R:1
C -1.6460 -0.1963 -1.3983 -0.605
C -1.2863 0.1169 0.0576 -0.402
C 0.2428 0.2996 0.2005 -0.078
C 0.7174 1.6332 0.7911 -0.610
N 0.8982 -0.8235 0.8575 -0.613
C 1.6847 -1.6798 0.1570 0.529
O 1.8794 -1.6251 -1.0411 -0.620
H -1.2995 0.6084 -2.0583 0.202
H -1.1546 -1.1177 -1.7332 0.216
H -2.7249 -0.3084 -1.5449 0.208
H -1.8101 1.0236 0.3816 0.199
H -1.6432 -0.6947 0.7024 0.203
H 0.6391 0.2439 -0.8136 0.233
H -0.0017 2.4348 0.5983 0.212
H 0.8907 1.5855 1.8715 0.203
H 1.6660 1.9162 0.3259 0.218
H 0.7971 -0.9637 1.8527 0.393
H 2.1509 -2.4528 0.7932 0.111
```

Summary:
E_HOMO, eV: -9.7114
Strongest force on any atom, Eh/bohr: 0.005
SMILES string: CC[C@@H](C)NC=O
ΔE to the lowest compared entry with this formula, charge and spin, kJ/mol: 45.29
Kohn-Sham gap, eV: 10.606
LUMO level, eV: 0.9

***

The following is a DFT calculation (ωB97M-V/def2-TZVPD) of an isolated ion of composition C5H8N and charge +1 in a non-equilibrium geometry.

The geometry in XYZ format:
```
14
Properties=species:S:1:pos:R:3:nbo_charge:R:1
C 1.5479 -0.5119 0.0745 0.496
C 0.3500 -1.0664 -0.0490 -0.277
C -0.6879 -0.2718 -0.0620 0.300
C -2.0719 -0.4705 0.0589 -0.700
C -0.1170 1.0805 0.0752 -0.630
N 2.6450 -0.3710 -0.1802 -0.738
H -2.2018 -0.0882 1.0285 0.301
H -2.5704 -1.4003 -0.2122 0.286
H -2.5554 0.4532 -0.3502 0.271
H 0.9860 1.0960 0.0782 0.203
H -0.5655 1.4392 1.0170 0.261
H -0.5825 1.8297 -0.6627 0.257
H 2.8502 -0.5376 -1.2356 0.494
H 2.9733 -1.1809 0.4194 0.474
```

Summary:
Total charge: +1
E_HOMO, eV: -13.5041
Strongest force on any atom, Eh/bohr: 0.378
SMILES string: CC(C)=C=C=[NH2+]
ΔE to the lowest compared entry with this formula, charge and spin, kJ/mol: 763.94
Kohn-Sham gap, eV: 7.331
LUMO level, eV: -6.2